Entry 1:
Here is 9 unconnected molecules or ions with the total composition C44H110N8O9 at a distorted geometry from OMol25. Energies are from ωB97M-V/def2-TZVPD.

As for the highest occupied orbital energy: -7.955 eV. The calculation puts the gap between HOMO and LUMO at 8.54 eV. The energy relative to the best compared isomer or geometry (same formula, charge and spin) is 638.65 kJ/mol. The maximum force is 4.16 eV/Å.

```
! RIJCOSX wB97M-V def2-TZVPD def2/J DEFGRID3
* xyz 0 1
O 0.26907 -2.73881 -6.93027
O -7.17690 -0.58450 1.27369
O 3.22572 0.03403 4.49806
O 0.38039 -3.82364 3.54780
O -0.78972 0.65654 -0.68556
O -1.21367 0.27740 5.35699
O -0.99896 1.23474 -3.55941
O 3.20837 5.09721 -1.90451
O -0.91511 6.34114 0.36853
N -2.53229 3.10586 0.97074
N 0.24917 -5.02168 2.78621
N 4.81554 -2.59101 6.76793
N -4.04588 0.49868 -3.50566
N 1.03627 -1.45566 -3.46178
N 3.14088 3.81699 -2.39160
N -2.44654 2.54548 4.19550
N -4.78918 1.55795 -0.59648
C 4.15200 -0.43254 5.49889
C -0.19778 3.12217 4.88331
C -0.91911 6.69608 -1.03495
C 4.08689 -2.00871 5.60923
C 5.34685 2.94866 -1.44702
C -1.50668 -3.87350 1.37974
C -8.18738 -0.22082 2.19271
C 3.63281 -0.22631 3.11334
C 1.82243 4.66007 -4.22229
C 3.80697 2.83179 -1.52818
C 3.56800 1.43237 -3.61421
C -2.41228 4.44791 0.67198
C 2.67872 -2.47103 -4.85863
C 3.02224 3.81257 -3.86366
C 2.55509 -2.42914 5.77450
C 0.50695 -1.51050 -7.66090
C 1.29597 -1.86593 -4.83250
C -0.53557 -0.88168 5.84768
C 3.43706 1.43057 -2.05086
C -3.35705 5.17255 1.44257
C 1.18087 -0.56504 0.06996
C -2.87806 -0.16365 -4.21234
C 1.35959 -6.72575 1.30236
C 0.15323 -2.55039 -5.55510
C 4.30621 4.41582 -4.53184
C -1.07238 -5.24930 2.11113
C -3.57972 -0.72858 -5.44243
C -0.31710 -0.43739 -0.03905
C -1.80281 0.84373 -4.60664
C -1.07688 2.35381 3.87226
C -6.21797 0.46889 1.14158
C 2.08321 -4.28920 1.14258
C 2.67184 2.38491 -4.30346
C -1.37015 2.43946 -2.86900
C -0.82920 0.78778 4.06034
C 1.53452 -5.40495 2.06074
C 0.20314 -6.60335 0.24210
C -5.34175 0.30413 -0.09701
C -0.91504 4.92741 0.67407
C -4.07813 -0.45364 0.22209
C 2.52015 -5.89597 3.13650
C -1.11055 -6.31405 0.97712
C 3.06953 2.74865 -0.19545
C -2.12291 -5.51778 3.30082
H -2.16948 1.67712 -5.20591
H -0.82561 -3.71645 0.54334
H -0.84075 2.63378 2.84563
H -1.87171 -6.11173 0.22360
H 5.76887 3.75570 -0.84813
H -5.91112 -0.07667 -0.94489
H -2.77741 4.52414 -0.35221
H -7.91382 0.16878 3.17326
H -4.82559 -0.13924 -3.43343
H 0.04608 6.46674 -1.48651
H 3.36296 3.58390 0.44044
H -8.66434 -1.10192 2.62197
H -0.75949 -0.21123 0.93113
H 2.30385 -6.90984 0.78992
H 1.33543 4.45089 -5.17475
H 3.44428 -1.84483 -4.40048
H -4.42240 -0.17268 -5.85349
H 0.34817 -4.25008 4.40728
H 4.62060 0.15643 2.85670
H 3.84355 0.07757 6.41144
H -3.88703 -1.72520 -5.12557
H -6.78225 1.39022 0.99721
H 3.53839 -6.14880 2.84092
H -2.47994 3.43052 4.68097
H 5.73187 2.06973 -0.92997
H 5.66921 -2.10984 7.01252
H -0.54625 2.83883 -2.27758
H -1.85635 2.57938 0.43592
H -1.64937 -7.19996 1.31319
H 1.05358 4.68301 -3.45000
H -4.40648 4.90403 1.32133
H -1.92134 -5.13982 4.30313
H -3.54247 0.07114 1.01315
H -1.67765 -2.94775 1.92916
H 4.17863 4.37548 -5.61360
H 3.42008 -1.23806 2.76807
H -2.44291 -4.10138 0.87019
H -1.73705 6.15386 -1.50937
H -1.04040 7.77616 -1.11755
H 2.97909 -4.61763 0.61567
H 3.01950 -2.64360 -5.87951
H -0.75082 -1.40382 -0.29594
H 4.37142 5.47200 -4.27045
H 2.41427 1.14376 -1.80642
H 4.25759 -2.65812 7.60714
H -2.20622 2.38868 -2.17150
H -1.43055 0.30708 3.28871
H -5.54159 2.22878 -0.53347
H 1.46495 -0.94168 -5.38504
H 2.25132 -3.33393 1.63987
H 3.18929 0.43766 -3.84921
H -0.24930 4.29267 0.08927
H -4.29351 -1.48672 0.49499
H -3.48856 -0.63602 -0.67638
H -2.62389 -0.87890 -3.43009
H -8.88893 0.32467 1.56154
H 0.45423 -5.84772 -0.50226
H 2.90775 -3.36013 -4.27114
H 2.29763 -3.47636 5.93309
H 0.19562 -7.52976 -0.33219
H 3.27906 1.78294 0.26454
H 2.82102 0.30371 2.61518
H 1.50323 -1.08632 -7.78580
H -0.59395 2.74079 5.82442
H 2.77455 2.17551 -5.36821
H -0.26593 -0.91098 -7.17992
H -1.14957 0.37524 -5.34278
H -0.01694 -3.49959 -5.04701
H 1.43070 -1.30053 0.83465
H 4.08784 0.72510 -1.53425
H -3.20543 6.19252 1.08932
H 1.98817 2.81943 -0.31270
H -3.79780 0.61471 -2.53350
H -1.67844 3.25359 -3.52494
H 1.46593 0.42100 0.43679
H 1.24200 -0.49495 -3.22768
H 5.23815 3.85239 -4.48566
H 1.31439 -7.58619 1.96996
H 2.06988 5.71750 -4.31562
H -0.45703 4.17849 4.81203
H 1.63668 2.18458 -4.02702
H 1.91701 -1.92690 5.04739
H -4.13482 1.92580 0.07925
H -5.63520 0.50611 2.06194
H 4.63364 1.51157 -3.82922
H 1.59817 -0.69191 -0.92897
H -3.17960 5.12178 2.51683
H 2.27177 5.30543 -1.87250
H -1.04294 0.32151 -1.54883
H 2.72534 -5.08158 3.83131
H -3.09708 -5.19214 2.93605
H 0.86206 2.86967 4.91596
H 2.19699 -2.08058 6.74320
H 0.24900 0.71133 3.91984
H -0.60630 4.96902 1.71860
H 1.52779 -4.00789 0.24788
H -2.49606 2.71359 1.90075
H 2.00921 -6.55727 3.83630
H 4.48732 -2.56164 4.75951
H 0.46619 -0.64938 6.20909
H 0.09637 -1.53541 -8.67031
H -0.76658 -1.99661 -5.36699
H -0.43897 -1.65435 5.08496
H 0.04083 -1.28839 -3.49691
H -2.57812 1.79412 4.85751
H -2.89482 -0.88418 -6.27597
H -1.23216 -1.25720 6.59725
H 5.86957 2.94858 -2.40350
H -2.26682 -6.59549 3.37787
H 5.10591 0.03945 5.26356
*
```

Atomic partial charges in e from the Löwdin method, atoms 1 to 6: atom 1 (O): -0.159, atom 2 (O): -0.184, atom 3 (O): -0.239, atom 4 (O): -0.029, atom 5 (O): -0.065, atom 6 (O): -0.209



Entry 2:
Here is a molecular structure, C2H7BO3 at a distorted geometry from OMol25. Energies are from ωB97M-V/def2-TZVPD.

As for the highest occupied orbital energy: -9.528 eV. The calculation puts the gap between HOMO and LUMO at 9.79 eV. The energy relative to the best compared isomer or geometry (same formula, charge and spin) is 295.41 kJ/mol. The maximum force is 4.54 eV/Å.

```
! RIJCOSX wB97M-V def2-TZVPD def2/J DEFGRID3
* xyz 0 1
O -1.19082 -1.16182 0.69331
O 0.53167 1.33932 0.93374
O -2.21356 0.64937 -0.61922
C 0.42295 0.45318 -0.16291
C 1.47441 -0.67777 -0.25109
B -1.18139 0.00034 -0.05416
H 1.47687 -1.01201 -1.25353
H 1.27340 -1.47950 0.43505
H -3.16287 0.70418 -0.31694
H -2.11379 -1.41387 0.99880
H 2.45998 -0.17319 0.10270
H 1.41961 1.51527 0.71555
H 0.80352 1.25650 -1.22130
*
```

Atomic partial charges in e from the natural (NBO) method, atoms 1 to 6: atom 1 (O): -0.892, atom 2 (O): -0.711, atom 3 (O): -0.913, atom 4 (C): -0.149, atom 5 (C): -0.630, atom 6 (B): 1.114



Entry 3:
Here is a molecular structure, C30H27N2OPSTc from OMol25. Energies are from ωB97M-V/def2-TZVPD.

As for the highest occupied orbital energy: -17.429 eV. The calculation puts the gap between HOMO and LUMO at 6.84 eV. The maximum force is 0.87 eV/Å.

```
! RIJCOSX wB97M-V def2-TZVPD def2/J DEFGRID3
* xyz 3 1
Tc -0.48973 1.56879 -1.31101
S 0.82088 0.46527 -2.82744
P -1.42220 -0.22592 -0.03678
O -2.19410 2.78834 -1.95767
N 2.70667 -0.91885 -1.40788
N 3.45131 0.11391 -3.19579
C 0.97906 3.49469 1.83148
C -2.08760 1.44760 2.05983
C -5.32795 -1.24277 -0.97133
C 3.52496 1.00353 -4.36081
C -1.73138 0.14792 1.68476
C -3.59616 0.84077 -1.23256
C 2.21644 1.36113 1.68141
C -0.85307 -2.57508 -1.33430
C -4.91999 1.03786 -1.63089
C -1.83562 -0.88960 2.61525
C -0.16933 -3.76895 -1.51946
C 4.12144 -1.33922 -1.44924
C -3.12530 -0.37077 -0.69547
C -5.79121 -0.02978 -1.48782
C 2.41943 -0.13276 -2.43534
C -2.53320 1.76234 -1.40797
C 1.76289 3.85899 2.90350
C 0.42901 -2.16182 0.67825
C -2.56872 0.67994 4.28231
C 2.74520 2.98234 3.36058
C -3.99992 -1.42712 -0.56757
C 0.44871 1.87641 0.11387
C -0.56476 -1.77482 -0.22464
C -2.50172 1.71282 3.35227
C -2.24251 -0.61535 3.91369
C 1.10803 -3.35792 0.48659
C 2.97582 1.74217 2.76334
C 0.80301 -4.16128 -0.60709
C 1.20515 2.23699 1.21686
C 4.64122 -0.61934 -2.71004
H 1.62154 4.81734 3.38286
H 5.44012 0.08867 -2.49662
H 3.75262 1.09473 3.14531
H 0.21629 4.15886 1.45033
H 1.99460 -1.40345 -0.88251
H 2.37890 0.41574 1.17966
H 4.97441 -1.30136 -3.49102
H -6.82561 0.07130 -1.78452
H -1.61290 -2.28059 -2.04737
H -2.78260 2.71763 3.63653
H -2.05688 2.26671 1.34942
H -0.40341 -4.40008 -2.36616
H -3.68179 -2.37544 -0.15470
H 4.63443 -1.01640 -0.54590
H 1.31822 -5.10331 -0.74162
H 1.85829 -3.67273 1.20059
H 0.66563 -1.54523 1.53797
H 3.73147 2.02498 -4.04492
H -5.24617 1.98336 -2.04382
H -1.62824 -1.91430 2.33825
H -2.31726 -1.42063 4.63146
H 4.33573 0.64882 -4.99149
H 4.18947 -2.42214 -1.53285
H -6.02164 -2.06831 -0.87367
H 3.35658 3.27736 4.20459
H 2.59739 0.96209 -4.92599
H -2.89396 0.88589 5.29333
*
```

Atomic partial charges in e from the natural (NBO) method, atoms 1 to 6: atom 1 (Tc): 0.311, atom 2 (S): 0.035, atom 3 (P): 1.335, atom 4 (O): -0.392, atom 5 (N): -0.567, atom 6 (N): -0.321



Entry 4:
Here is 2 unconnected molecules or ions with the total composition C4H6N4O4 at a distorted geometry from OMol25. Energies are from ωB97M-V/def2-TZVPD.

As for the highest occupied orbital energy (alpha / beta): -5.714 / -9.589 eV. The calculation puts the gap between HOMO and LUMO (alpha / beta) at 4.92 / 7.25 eV. The maximum force is 5.20 eV/Å.

```
! RIJCOSX wB97M-V def2-TZVPD def2/J DEFGRID3
* xyz 0 3
O -2.20816 0.87450 -2.65528
O 0.08175 3.23550 0.16171
O -2.93305 0.61773 0.63920
O 1.48528 1.70243 -0.48272
N -2.03439 -0.16662 0.65757
N -1.39729 1.31589 -1.97171
N 0.40091 2.21409 -0.43253
N 0.17824 -1.02267 0.48277
C -0.64195 1.57811 -1.14158
C 0.78407 -1.05431 1.75441
C -0.96394 -0.49814 0.28505
C 0.88076 -1.39301 -0.71531
H 1.31715 -0.10233 2.10099
H 1.25609 -2.40252 -0.76391
H 1.63085 -1.84352 1.64017
H 0.21005 -1.26475 2.69991
H 1.78546 -0.69090 -0.66133
H 0.16816 -1.09949 -1.59740
*
```

Atomic partial charges in e from the natural (NBO) method, atoms 1 to 6: atom 1 (O): -0.378, atom 2 (O): -0.378, atom 3 (O): -0.178, atom 4 (O): -0.400, atom 5 (N): 0.047, atom 6 (N): 0.212



| no. | molar mass (g/mol) |
| --- | --- |
| 1 | 895.41 |
| 2 | 89.89 |
| 3 | 592.60 |
| 4 | 174.12 |